Record 1
A molecular structure, C19H30Br14ClN6O5P2 in a non-equilibrium geometry, computed with ωB97M-V with the def2-TZVPD basis set.

XYZ file:
```
77
C19H30Br14ClN6O5P2, DFT ωB97M-V with the def2-TZVPD basis set
Br -4.751 1.075 -0.552
Br -7.816 0.780 -1.503
Br 7.235 2.816 -5.990
Br -6.974 6.938 4.169
Br 1.227 2.257 5.545
Br 6.106 0.006 -7.093
Br 1.350 5.464 5.840
Br -7.146 1.659 1.524
Br -1.163 3.832 7.027
Br -6.455 6.044 1.117
Br 6.140 0.597 -3.925
Br -4.147 7.578 2.761
Br 2.503 -0.067 3.250
Br 5.667 -1.168 2.962
Cl -0.015 1.190 -3.991
P 3.381 0.221 -2.079
P 1.614 0.089 -0.836
O 3.722 -1.191 -3.049
O -2.188 -2.937 -0.610
O -1.873 3.721 3.330
O 4.788 0.753 -1.133
O 3.133 1.419 -3.129
N -0.337 -5.402 0.292
N -3.481 -3.850 1.694
N 0.446 -1.129 1.314
N -0.972 -2.668 -0.156
N -4.026 3.058 2.358
N -1.641 -0.233 0.313
C 4.342 -1.566 1.463
C -0.226 -0.642 -4.396
C -2.569 2.737 2.753
C 0.742 3.795 6.634
C -1.913 1.224 2.522
C 1.580 -2.839 -0.168
C 0.241 -2.639 -2.538
C -0.800 -1.313 0.468
C -5.655 6.355 2.863
C 0.059 -4.798 -1.048
C -0.711 -1.399 -2.984
C -2.987 -3.277 0.615
C 2.932 -1.127 1.556
C 1.727 -1.352 0.473
C 5.972 1.363 -5.706
C 0.169 -3.128 -0.993
C -6.574 1.717 -0.335
C 4.879 -2.413 0.182
C -1.458 1.139 0.926
H 0.064 -3.547 -3.293
H -5.264 5.393 3.211
H 5.997 -2.744 0.444
H 2.434 -3.050 -0.975
H -1.372 -5.570 0.288
H 0.733 -1.122 -4.862
H -0.042 -4.804 1.096
H 1.128 -5.159 -1.416
H 4.701 -1.416 -2.968
H 1.367 -2.302 -2.746
H -0.983 1.094 3.244
H -4.072 3.135 1.300
H -2.498 -0.360 -0.304
H 5.478 0.922 -1.867
H -6.581 2.769 -0.639
H -1.113 -0.663 -5.194
H 4.288 -3.447 0.095
H 4.968 1.794 -5.775
H -4.599 2.202 2.589
H 1.765 -3.649 0.689
H -0.722 -5.042 -1.913
H -0.382 1.588 0.829
H 4.956 -1.834 -0.830
H -2.185 1.881 0.356
H 0.401 -1.833 2.091
H -0.847 -0.538 -2.206
H -1.778 -1.861 -3.255
H 1.590 1.329 -0.065
H 1.264 3.687 7.590
H -2.769 0.460 2.752
```

Summary:
net charge = +1
Kohn-Sham gap = 7.007 eV

Atom charges from the Löwdin analysis, given in e for atoms 1 to 2: 0.616, 0.609

***

Record 2
A molecular structure, C29H19F18InN6O6S3, computed with ωB97M-V with the def2-TZVPD basis set.

XYZ file:
```
82
C29H19F18InN6O6S3, DFT ωB97M-V with the def2-TZVPD basis set
In -0.265 0.416 0.524
S 1.749 1.235 -2.921
S -4.252 2.609 -1.020
S -2.263 1.575 -2.673
F -2.604 3.992 -3.719
F -0.721 3.069 -4.205
F 0.374 -0.300 5.127
F -4.159 -1.931 0.093
F -0.469 -3.096 1.523
F -2.600 -3.321 1.707
F 2.749 1.723 2.345
F -1.514 -4.475 0.235
F -5.450 4.217 -2.752
F -3.550 -3.518 -1.221
F 0.522 -2.141 4.004
F 2.233 -1.379 5.069
F 1.312 2.013 3.921
F -3.405 -1.449 -1.860
F 3.174 1.018 4.344
F -1.029 3.909 -2.235
F -6.358 4.126 -0.790
F -6.630 2.494 -2.185
O -2.218 0.781 -3.858
O -4.786 1.768 0.014
O -1.833 -0.901 0.400
O -3.422 3.718 -0.627
O -1.429 1.194 -1.558
O 0.270 0.094 2.516
N -3.768 1.845 -2.302
N -1.196 2.258 1.329
N 1.035 -1.192 0.070
N 4.044 1.042 -1.588
N 1.141 2.212 -0.103
N 2.427 2.124 -0.455
C -0.503 3.390 1.164
C 4.065 -3.065 1.044
C 2.080 -1.626 0.840
C -1.018 -2.866 -2.542
C 1.495 -0.210 3.001
C 5.828 -2.701 2.834
C 1.547 -2.018 -2.158
C -0.694 -2.283 -1.317
C 0.767 3.307 0.458
C -0.533 -3.638 -4.879
C 2.888 -2.712 0.420
C -2.333 2.247 2.020
C -2.840 3.392 2.602
C 0.640 -1.863 -1.107
C 1.171 -1.015 4.309
C -0.968 4.584 1.705
C -1.785 -2.112 -0.226
C 4.520 -2.377 2.160
C -1.605 3.241 -3.227
C -2.143 4.579 2.429
C -1.588 -3.256 0.822
C -0.101 -3.038 -3.567
C -3.231 -2.260 -0.811
C -5.752 3.397 -1.743
C 2.436 -1.067 2.114
C 1.197 -2.600 -3.358
C 2.727 1.466 -1.570
C 2.193 1.137 3.411
C 3.662 -1.418 2.677
H 3.954 -0.944 3.603
H 4.418 0.799 -0.683
H -3.770 3.351 3.150
H 4.643 -3.894 0.644
H 2.545 -1.625 -2.022
H -0.402 5.492 1.546
H 6.366 -3.473 2.281
H 1.932 -2.669 -4.153
H 0.315 -3.742 -5.558
H 4.249 0.407 -2.340
H -0.979 -4.626 -4.740
H 2.577 -3.280 -0.443
H 1.430 4.167 0.461
H -2.523 5.501 2.852
H -1.279 -3.007 -5.369
H -2.837 1.292 2.094
H 6.479 -1.825 2.896
H 5.680 -3.066 3.855
H -2.027 -3.199 -2.729
```

Summary:
net charge = -2
energy above the lowest of the compared OMol25 structures with the same formula, charge and spin = 36.1 kcal per mole
Kohn-Sham gap = 6.425 eV

Atom charges from the Löwdin analysis, given in e for atoms 1 to 2: 0.851, 0.597